--- a ---
A single C6H14O molecule, computed with ωB97M-V/def2-TZVPD.

orbital gap = 10.48 eV
SMILES string = CCCCCOC
HOMO level = -9.37 eV
LUMO = 0.0409 Eh

Each atom is followed by the atoms it is bonded to, with distances in Å.
Positions of all 21 atoms, in Å:
1 C -3.04973 0.30588 -0.75279  C2 1.712, H8 1.085, H9 1.110, H10 1.110
2 C -2.25334 -0.51332 0.52239  C1 1.712, C3 1.469, H11 1.084, H12 1.074
3 C -0.86000 -0.80823 0.16184  C2 1.469, C4 1.474, H13 1.094, H14 1.147
4 C 0.34457 -0.43510 0.92452  C3 1.474, C5 1.504, H15 1.087, H16 1.094
5 C 1.40907 -0.01968 -0.05286  C4 1.504, O6 1.390, H17 1.108, H18 1.103
6 O 2.53219 0.32043 0.69197  C5 1.390, C7 1.390
7 C 3.55982 0.75795 -0.13466  O6 1.390, H19 1.103, H20 1.086, H21 1.100
8 H -4.07671 0.33304 -0.40279  C1 1.085
9 H -2.93515 -0.19351 -1.73761  C1 1.110
10 H -2.71283 1.35871 -0.85069  C1 1.110
11 H -2.38682 0.18019 1.34489  C2 1.084
12 H -2.78022 -1.44658 0.59238  C2 1.074
13 H -0.75800 -1.70191 -0.46149  C3 1.094
14 H -1.13236 0.06830 -0.52542  C3 1.147
15 H 0.72553 -1.27497 1.50014  C4 1.087
16 H 0.12664 0.37579 1.62563  C4 1.094
17 H 1.64786 -0.82153 -0.77934  C5 1.108
18 H 1.06189 0.84716 -0.64082  C5 1.103
19 H 3.88061 0.00238 -0.87142  C7 1.103
20 H 4.38299 0.99826 0.53160  C7 1.086
21 H 3.27398 1.66673 -0.68547  C7 1.100

natural (NBO) population analysis, charges in e, atoms 1 to 6: -0.642, -0.370, -0.454, -0.417, -0.042, -0.532

***

--- b ---
A single C6H14O molecule, computed with ωB97M-V/def2-TZVPD.

orbital gap = 10.74 eV
SMILES string = CC(C)CCCO
HOMO level = -9.75 eV
LUMO = 0.0366 Eh

Each atom is followed by the atoms it is bonded to, with distances in Å.
Positions of all 21 atoms, in Å:
1 C 1.21478 -1.40166 -1.20799  O2 1.427, C3 1.516, H8 1.101, H9 1.099
2 O 0.83770 -0.51582 -2.26142  C1 1.427, H10 0.970
3 C 0.24947 -1.50658 -0.04381  C1 1.516, C4 1.533, H11 1.088, H12 1.115
4 C -0.86224 -0.45875 0.08947  C3 1.533, C5 1.584, H13 1.092, H14 1.105
5 C -0.19838 0.81960 0.74871  C4 1.584, C6 1.527, C7 1.545, H15 1.084
6 C -0.94796 2.06792 0.28741  C5 1.527, H16 1.085, H17 1.104, H18 1.095
7 C -0.22101 0.78290 2.29314  C5 1.545, H19 1.085, H20 1.100, H21 1.094
8 H 2.19087 -1.09184 -0.80340  C1 1.101
9 H 1.55352 -2.31651 -1.71330  C1 1.099
10 H 0.22815 0.13956 -1.88708  O2 0.970
11 H 0.73054 -1.70435 0.91155  C3 1.088
12 H -0.41657 -2.37656 -0.25212  C3 1.115
13 H -1.50758 -0.15202 -0.73686  C4 1.092
14 H -1.58886 -0.80064 0.84881  C4 1.105
15 H 0.79726 0.86772 0.32147  C5 1.084
16 H -0.25364 2.90109 0.29922  C6 1.085
17 H -1.83199 2.33456 0.89254  C6 1.104
18 H -1.51019 1.94247 -0.64346  C6 1.095
19 H 0.19787 -0.12560 2.71326  C7 1.085
20 H -1.27676 0.78922 2.60354  C7 1.100
21 H 0.15647 1.66628 2.81566  C7 1.094

natural (NBO) population analysis, charges in e, atoms 1 to 6: -0.070, -0.713, -0.444, -0.410, -0.224, -0.619

***

Most stable to least stable, the ends of the list are b and a.

***

--- a ---
A single C6H14O molecule, computed with ωB97M-V/def2-TZVPD.

orbital gap = 10.78 eV
SMILES string = CC(C)C[C@@H](C)O
HOMO level = -9.77 eV
LUMO = 0.0370 Eh

Each atom is followed by the atoms it is bonded to, with distances in Å.
Positions of all 21 atoms, in Å:
1 C 2.36810 1.10956 0.06210  C2 1.535, H8 1.098, H9 1.098, H10 1.098
2 C 0.85983 0.91155 -0.13997  C1 1.535, C3 1.528, C4 1.527, H11 1.100
3 C 0.05285 1.39266 1.06492  C2 1.528, H12 1.089, H13 1.099, H14 1.093
4 C 0.41183 -0.53047 -0.36639  C2 1.527, C5 1.571, H15 1.103, H16 1.106
5 C -1.11804 -0.66476 -0.69889  C4 1.571, C6 1.512, O7 1.460, H17 1.091
6 C -1.59553 -2.07219 -0.42231  C5 1.512, H18 1.100, H19 1.093, H20 1.092
7 O -2.13690 0.22595 -0.15007  C5 1.460, H21 0.972
8 H 2.56977 2.16562 0.28379  C1 1.098
9 H 2.96130 0.84557 -0.82302  C1 1.098
10 H 2.74975 0.52402 0.90887  C1 1.098
11 H 0.57327 1.48570 -1.03402  C2 1.100
12 H 0.22455 2.43983 1.30839  C3 1.089
13 H 0.30265 0.76283 1.93058  C3 1.099
14 H -1.01035 1.26405 0.84408  C3 1.093
15 H 0.70665 -1.13973 0.50487  C4 1.103
16 H 0.94474 -0.98691 -1.22133  C4 1.106
17 H -1.19386 -0.39153 -1.75262  C5 1.091
18 H -1.58581 -2.23147 0.66584  C6 1.100
19 H -0.96170 -2.83899 -0.87412  C6 1.093
20 H -2.62187 -2.17144 -0.78108  C6 1.092
21 H -2.50123 -0.09983 0.69038  O7 0.972

natural (NBO) population analysis, charges in e, atoms 1 to 6: -0.601, -0.218, -0.635, -0.418, 0.103, -0.632

***

--- b ---
2 unconnected molecules or ions with the total composition C6H14O, computed with ωB97M-V/def2-TZVPD.

orbital gap = 9.64 eV
SMILES string = C/C=C/CCC.O
HOMO level = -8.68 eV
LUMO = 0.0353 Eh

Each atom is followed by the atoms it is bonded to, with distances in Å.
Positions of all 21 atoms, in Å:
1 C 1.71956 0.89386 -3.43266  C2 1.556, H7 1.084, H8 1.091, H9 1.090
2 C 0.58358 1.46081 -2.53353  C1 1.556, C3 1.530, H10 1.093, H11 1.090
3 C 0.75466 1.06218 -1.06632  C2 1.530, C4 1.523, H12 1.091, H13 1.093
4 C 0.60662 -0.44091 -0.86971  C3 1.523, C5 1.343, H14 1.092
5 C 0.69336 -0.96790 0.36277  C4 1.343, C6 1.517, H15 1.096
6 C 0.72018 -2.43517 0.74852  C5 1.517, H16 1.090, H17 1.088, H18 1.088
7 H 1.74120 1.27922 -4.44597  C1 1.084
8 H 2.67634 1.10936 -2.95496  C1 1.091
9 H 1.58838 -0.18769 -3.39238  C1 1.090
10 H 0.60547 2.53750 -2.72243  C2 1.093
11 H -0.36075 1.02050 -2.85390  C2 1.090
12 H 1.73018 1.30765 -0.64381  C3 1.091
13 H -0.04706 1.55157 -0.50660  C3 1.093
14 H 0.28274 -1.04045 -1.72362  C4 1.092
15 H 0.22352 -0.23519 1.02827  C5 1.096
16 H -0.28331 -2.85787 0.80147  C6 1.090
17 H 1.26270 -3.00865 0.00012  C6 1.088
18 H 1.22174 -2.52550 1.70969  C6 1.088
19 H -4.68593 0.51236 5.02833  O21 0.968
20 H -4.11519 -0.51670 5.92330  O21 0.952
21 O -4.03732 0.41461 5.74032  H19 0.968, H20 0.952

natural (NBO) population analysis, charges in e, atoms 1 to 6: -0.608, -0.385, -0.447, -0.170, -0.206, -0.647

***

Most stable to least stable, the ends of the list are a and b.

***

--- a ---
2 unconnected molecules or ions with the total composition C6H14O, computed with ωB97M-V/def2-TZVPD.

orbital gap = 10.75 eV
SMILES string = C=CCCCOC.[H][H]
HOMO level = -9.60 eV
LUMO = 0.0426 Eh

Each atom is followed by the atoms it is bonded to, with distances in Å.
Positions of all 21 atoms, in Å:
1 C 0.19523 0.93166 -3.19574  C2 1.331, H8 1.090, H10 1.087
2 C 0.53857 0.21100 -2.13103  C1 1.331, C3 1.510, H11 1.091
3 C 1.03879 0.79878 -0.83320  C2 1.510, C4 1.534, H12 1.098, H13 1.099
4 C 0.89833 -0.08111 0.41498  C3 1.534, C5 1.524, H15 1.096, H16 1.097
5 C -0.46250 -0.13737 1.09821  C4 1.524, O6 1.411, H17 1.105, H18 1.105
6 O -0.28000 -0.92345 2.25570  C5 1.411, C7 1.402
7 C -1.43351 -1.07466 3.03837  O6 1.402, H19 1.102, H20 1.094, H21 1.101
8 H 0.19020 2.02079 -3.16449  C1 1.090
9 H -2.18537 1.85647 -1.26619  H14 0.741
10 H -0.08736 0.47154 -4.13878  C1 1.087
11 H 0.53008 -0.87816 -2.20127  C2 1.091
12 H 2.11347 0.98057 -0.96779  C3 1.098
13 H 0.58826 1.78793 -0.67144  C3 1.099
14 H -1.69427 1.31021 -1.36410  H9 0.741
15 H 1.60754 0.27016 1.17295  C4 1.096
16 H 1.19486 -1.10996 0.17463  C4 1.097
17 H -0.81102 0.87526 1.37068  C5 1.105
18 H -1.23557 -0.58155 0.44627  C5 1.105
19 H -1.81074 -0.10807 3.40901  C7 1.102
20 H -1.15871 -1.69466 3.89669  C7 1.094
21 H -2.24353 -1.57602 2.48546  C7 1.101

natural (NBO) population analysis, charges in e, atoms 1 to 6: -0.397, -0.177, -0.453, -0.407, -0.057, -0.541

***

--- b ---
2 unconnected molecules or ions with the total composition C6H14O, computed with ωB97M-V/def2-TZVPD.

orbital gap = 9.88 eV
SMILES string = C=C(C)CCC.O
HOMO level = -9.02 eV
LUMO = 0.0315 Eh

Each atom is followed by the atoms it is bonded to, with distances in Å.
Positions of all 21 atoms, in Å:
1 C 1.22119 -2.22691 -1.65061  C2 1.566, H7 1.072, H8 1.063, H9 1.088
2 C 2.00623 -1.01621 -1.04329  C1 1.566, C3 1.501, H10 1.096, H11 1.127
3 C 1.31005 0.31309 -1.01015  C2 1.501, C4 1.442, H12 1.103, H13 1.065
4 C 0.38855 0.66749 0.04123  C3 1.442, C5 1.358, C6 1.532
5 C -0.93531 0.55149 -0.23594  C4 1.358, H14 1.146, H15 1.087
6 C 0.76475 1.22712 1.41687  C4 1.532, H16 1.167, H17 1.125, H18 1.113
7 H 1.79837 -3.10208 -1.87417  C1 1.072
8 H 0.63486 -1.77086 -2.41151  C1 1.063
9 H 0.47565 -2.45985 -0.89336  C1 1.088
10 H 2.39809 -1.24459 -0.04528  C2 1.096
11 H 2.81038 -0.83737 -1.81240  C2 1.127
12 H 2.14751 1.03121 -1.02576  C3 1.103
13 H 0.78200 0.42670 -1.92758  C3 1.065
14 H -1.57610 0.94344 0.63001  C5 1.146
15 H -1.26971 0.46086 -1.26611  C5 1.087
16 H 1.30736 0.54965 2.19675  C6 1.167
17 H 1.33243 2.19777 1.44638  C6 1.125
18 H -0.22061 1.29208 1.92946  C6 1.113
19 H -5.00770 1.83097 2.26385  O21 1.008
20 H -5.54896 0.30937 2.83082  O21 0.992
21 O -4.81902 0.85661 2.44077  H19 1.008, H20 0.992

natural (NBO) population analysis, charges in e, atoms 1 to 6: -0.615, -0.367, -0.448, 0.026, -0.416, -0.656

***

--- c ---
A single C6H14O molecule, computed with ωB97M-V/def2-TZVPD.

orbital gap = 11.31 eV
SMILES string = CCCCCCO
HOMO level = -10.30 eV
LUMO = 0.0371 Eh

Each atom is followed by the atoms it is bonded to, with distances in Å.
Positions of all 21 atoms, in Å:
1 C 3.27088 -1.05395 -0.40199  C2 1.529, H8 1.095, H9 1.095, H10 1.096
2 C 1.83944 -0.78256 -0.86713  C1 1.529, C3 1.529, H11 1.098, H12 1.099
3 C 0.88007 -0.41196 0.26407  C2 1.529, C4 1.528, H13 1.099, H14 1.100
4 C -0.50715 -0.03855 -0.25735  C3 1.528, C5 1.527, H15 1.100, H16 1.100
5 C -1.43501 0.55142 0.80212  C4 1.527, C6 1.518, H17 1.097, H18 1.098
6 C -2.74275 1.03407 0.20013  C5 1.518, O7 1.415, H19 1.103, H20 1.103
7 O -3.53058 1.59816 1.23108  C6 1.415, H21 0.964
8 H 3.98107 -0.95303 -1.22896  C1 1.095
9 H 3.38009 -2.06312 0.00838  C1 1.095
10 H 3.57341 -0.34606 0.37856  C1 1.096
11 H 1.84236 0.04008 -1.59467  C2 1.098
12 H 1.45269 -1.65927 -1.40445  C2 1.099
13 H 0.80361 -1.23757 0.98613  C3 1.099
14 H 1.29785 0.44178 0.81752  C3 1.100
15 H -0.97776 -0.92207 -0.71267  C4 1.100
16 H -0.38664 0.69469 -1.06897  C4 1.100
17 H -1.65393 -0.18594 1.58467  C5 1.097
18 H -0.94886 1.40291 1.29612  C5 1.098
19 H -2.52752 1.77701 -0.58636  C6 1.103
20 H -3.26340 0.19013 -0.28282  C6 1.103
21 H -4.34788 1.92383 0.83658  O7 0.964

natural (NBO) population analysis, charges in e, atoms 1 to 6: -0.605, -0.391, -0.387, -0.390, -0.411, -0.050

***

Most stable to least stable, the ends of the list are c and a.

***

--- a ---
2 unconnected molecules or ions with the total composition C6H14O, computed with ωB97M-V/def2-TZVPD.

orbital gap = 9.33 eV
SMILES string = C/C=C(\C)CC.O
HOMO level = -8.56 eV
LUMO = 0.0283 Eh

Each atom is followed by the atoms it is bonded to, with distances in Å.
Positions of all 21 atoms, in Å:
1 C -1.43939 2.10346 1.17202  C2 1.546, H7 1.109, H8 1.086, H9 1.083
2 C -0.32873 1.05536 0.93337  C1 1.546, C3 1.481, H10 1.098, H11 1.094
3 C -0.61983 0.23091 -0.26217  C2 1.481, C4 1.346, C6 1.536
4 C -0.37147 -1.08802 -0.36889  C3 1.346, C5 1.527, H12 1.100
5 C -0.64409 -2.04017 -1.53087  C4 1.527, H13 1.099, H14 1.104, H15 1.088
6 C -0.79985 0.95261 -1.60616  C3 1.536, H16 1.071, H17 1.089, H18 1.090
7 H -1.39246 2.43101 2.23089  C1 1.109
8 H -2.43118 1.73115 0.93275  C1 1.086
9 H -1.15869 3.03870 0.70297  C1 1.083
10 H 0.66346 1.51761 0.84597  C2 1.098
11 H -0.26504 0.42557 1.82544  C2 1.094
12 H 0.22503 -1.53794 0.43825  C4 1.100
13 H 0.10988 -1.77196 -2.28388  C5 1.099
14 H -0.44756 -3.07343 -1.19573  C5 1.104
15 H -1.58504 -1.83878 -2.03861  C5 1.088
16 H -1.00184 0.13711 -2.27071  C6 1.071
17 H 0.13249 1.44423 -1.87848  C6 1.089
18 H -1.55057 1.73655 -1.70561  C6 1.090
19 H 3.57071 -1.90974 2.34624  O21 0.964
20 H 5.00878 -2.09222 1.75407  O21 0.959
21 O 4.32537 -1.45201 1.95915  H19 0.964, H20 0.959

natural (NBO) population analysis, charges in e, atoms 1 to 6: -0.610, -0.434, 0.012, -0.180, -0.662, -0.650

***

--- b ---
A single C6H14O molecule, computed with ωB97M-V/def2-TZVPD.

orbital gap = 10.92 eV
SMILES string = CCCCCOC
HOMO level = -9.77 eV
LUMO = 0.0421 Eh

Each atom is followed by the atoms it is bonded to, with distances in Å.
Positions of all 21 atoms, in Å:
1 C -0.97497 0.38954 -2.23443  C2 1.520, H8 1.090, H9 1.090, H10 1.095
2 C 0.50381 0.65029 -2.00144  C1 1.520, C3 1.536, H11 1.096, H12 1.100
3 C 1.20214 -0.39219 -1.11617  C2 1.536, C4 1.537, H13 1.102, H14 1.099
4 C 1.09364 -0.14499 0.39683  C3 1.537, C5 1.536, H15 1.095, H16 1.095
5 C -0.07228 -0.83628 1.12002  C4 1.536, O6 1.403, H17 1.105, H18 1.104
6 O -0.73268 0.09912 1.93120  C5 1.403, C7 1.401
7 C -1.74446 -0.48371 2.70554  O6 1.401, H19 1.101, H20 1.091, H21 1.103
8 H -1.40556 1.16145 -2.87174  C1 1.090
9 H -1.54192 0.37117 -1.30391  C1 1.090
10 H -1.11021 -0.58207 -2.72085  C1 1.095
11 H 1.02091 0.68666 -2.96728  C2 1.096
12 H 0.62635 1.65290 -1.56486  C2 1.100
13 H 0.81261 -1.39834 -1.34114  C3 1.102
14 H 2.26240 -0.43317 -1.40098  C3 1.099
15 H 0.98612 0.92890 0.58232  C4 1.095
16 H 2.03799 -0.44721 0.86172  C4 1.095
17 H -0.79200 -1.27843 0.40687  C5 1.105
18 H 0.30228 -1.66612 1.74375  C5 1.104
19 H -2.51357 -0.96095 2.07877  C7 1.101
20 H -2.20612 0.31320 3.29036  C7 1.091
21 H -1.35398 -1.24867 3.39683  C7 1.103

natural (NBO) population analysis, charges in e, atoms 1 to 6: -0.606, -0.393, -0.394, -0.428, -0.057, -0.537

***

--- c ---
A single C6H14O molecule, computed with ωB97M-V/def2-TZVPD.

orbital gap = 10.71 eV
SMILES string = COCC(C)(C)C
HOMO level = -9.78 eV
LUMO = 0.0339 Eh

Each atom is followed by the atoms it is bonded to, with distances in Å.
Positions of all 21 atoms, in Å:
1 C 0.02065 2.87001 -0.50962  O2 1.404, H8 1.101, H9 1.101, H10 1.093
2 O 0.46025 1.60598 -0.08568  C1 1.404, C3 1.408
3 C -0.57447 0.65252 -0.03325  O2 1.408, C4 1.529, H11 1.105, H12 1.106
4 C 0.01401 -0.74800 0.14213  C3 1.529, C5 1.532, C6 1.533, C7 1.532
5 C -1.14789 -1.73625 0.28482  C4 1.532, H13 1.097, H14 1.096, H15 1.097
6 C 0.85213 -1.10245 -1.09121  C4 1.533, H16 1.095, H17 1.098, H18 1.096
7 C 0.88857 -0.78974 1.39902  C4 1.532, H19 1.094, H20 1.097, H21 1.097
8 H -0.94072 3.14486 -0.04902  C1 1.101
9 H -0.09866 2.90962 -1.60315  C1 1.101
10 H 0.77310 3.60299 -0.20718  C1 1.093
11 H -1.17505 0.67971 -0.96021  C3 1.105
12 H -1.25465 0.88781 0.80593  C3 1.106
13 H -1.76915 -1.49840 1.15765  C5 1.097
14 H -0.76849 -2.75648 0.41439  C5 1.096
15 H -1.79212 -1.72921 -0.60354  C5 1.097
16 H 1.68462 -0.40225 -1.21246  C6 1.095
17 H 0.24142 -1.06521 -2.00249  C6 1.098
18 H 1.26084 -2.11603 -1.00364  C6 1.096
19 H 1.70021 -0.05932 1.33356  C7 1.094
20 H 1.32715 -1.78639 1.52828  C7 1.097
21 H 0.29824 -0.56378 2.29568  C7 1.097

natural (NBO) population analysis, charges in e, atoms 1 to 6: -0.243, -0.550, -0.049, -0.082, -0.603, -0.606

***

Most stable to least stable, the ends of the list are c and a.